Record 1
Here is the molecule C12H14N2 in a non-equilibrium geometry from the OMol25 dataset. Energies are from ωB97M-V with the def2-TZVPD basis set.

Last columns: bonded neighbours and bond lengths (Å).
Atoms and positions in Å:
1 H -0.6704 -2.5832 2.8492  C3 1.097
2 C -0.5919 -0.6242 0.2321  C7 1.535, N10 1.448, C19 1.554, H27 1.123
3 C -1.0538 -2.1381 1.9229  H1 1.097, C9 1.539, N10 1.457, H11 1.095
4 H -1.5794 0.5489 2.4078  C14 1.091
5 N 2.6633 1.1979 -0.5292  C15 1.333, C28 1.319
6 C 0.9308 2.2069 -1.8245  C22 1.397, C23 1.428, C28 1.402
7 C 0.4135 0.3554 -0.3889  C2 1.535, C15 1.387, C22 1.378
8 H 2.1246 -0.3426 0.7133  C15 1.090
9 C -0.8717 -3.0265 0.6794  C3 1.539, H13 1.112, C19 1.542, H24 1.098
10 N -0.2838 -0.9410 1.6113  C2 1.448, C3 1.457, C14 1.458
11 H -2.1190 -1.9177 2.0492  C3 1.095
12 H 3.0056 2.8049 -1.7910  C28 1.094
13 H -1.7738 -3.6456 0.4801  C9 1.112
14 C -0.5530 0.1891 2.4924  H4 1.091, N10 1.458, H16 1.103, H26 1.109
15 C 1.7489 0.3747 -0.0156  N5 1.333, C7 1.387, H8 1.090
16 H 0.1229 1.0325 2.2735  C14 1.103
17 H 0.3852 -2.1762 -0.9232  C19 1.094
18 H -1.3563 -2.0583 -1.2511  C19 1.107
19 C -0.5902 -2.0193 -0.4535  C2 1.554, C9 1.542, H17 1.094, H18 1.107
20 C 0.2509 4.0309 -3.5879  C23 1.199, H25 1.086
21 H -1.0426 1.3175 -1.6381  C22 1.098
22 C 0.0028 1.3025 -1.3022  C6 1.397, C7 1.378, H21 1.098
23 C 0.5393 3.1917 -2.7814  C6 1.428, C20 1.199
24 H -0.0421 -3.7298 0.8290  C9 1.098
25 H 0.0111 4.8004 -4.3151  C20 1.086
26 H -0.3332 -0.1061 3.5387  C14 1.109
27 H -1.6018 -0.1446 0.1276  C2 1.123
28 C 2.2642 2.0998 -1.4048  N5 1.319, C6 1.402, H12 1.094

The charge is 0. As for the SMILES: C#Cc1cncc([C@H]2CCCN2C)c1. The highest occupied orbital energy is -8.94 eV. For the energy above the lowest of the compared OMol25 structures with the same formula, charge and spin, the calculation gives 61.84 kcal/mol. The lowest unoccupied orbital energy is 0.66 eV.


Record 2
Here is an isolated ion of composition C12H14N3 and charge +1 in a non-equilibrium geometry from the OMol25 dataset. Energies are from ωB97M-V with the def2-TZVPD basis set.

Last columns: bonded neighbours and bond lengths (Å).
Atoms and positions in Å:
1 C -0.0547 0.5239 -0.6333  C4 1.428, C18 1.439, C28 1.447
2 H -2.0319 0.3484 -3.2654  C16 1.050
3 C -1.8531 0.5665 2.3314  C8 1.362, N21 1.363, H25 1.065
4 C -0.0237 0.3312 0.7809  C1 1.428, N21 1.406, N26 1.452
5 H -0.0458 1.5577 -4.3806  C23 1.088
6 H -3.5833 -0.1639 3.5680  C8 1.070
7 H -1.3225 -2.2114 0.8531  C12 1.086
8 C -2.8472 -0.2414 2.7956  C3 1.362, H6 1.070, N13 1.361
9 C 1.6689 -1.1456 1.0677  H19 1.121, C22 1.545, N26 1.450
10 C 0.9882 1.4557 -2.6164  C23 1.352, H24 1.086, C28 1.403
11 H -2.1332 -0.1342 -1.0930  C18 1.038
12 C -1.8028 -1.4313 1.4372  H7 1.086, N13 1.283, N21 1.404
13 N -2.7490 -1.5060 2.3009  C8 1.361, C12 1.283
14 H 1.9938 0.7968 1.2921  N26 0.994
15 H 3.6234 -1.0103 0.1344  C22 1.075
16 C -1.2934 0.8227 -2.6891  H2 1.050, C18 1.383, C23 1.394
17 H 2.0389 1.3727 -0.6249  C28 1.168
18 C -1.2438 0.2961 -1.4115  C1 1.439, H11 1.038, C16 1.383
19 H 0.9382 -1.9805 1.2306  C9 1.121
20 H 2.0779 -0.8048 -0.9617  C22 1.114
21 N -1.1246 -0.2024 1.4737  C3 1.363, C4 1.406, C12 1.404
22 C 2.6265 -1.3098 -0.1337  C9 1.545, H15 1.075, H20 1.114, H29 1.081
23 C -0.1476 1.2885 -3.3312  H5 1.088, C10 1.352, C16 1.394
24 H 1.7960 1.9857 -3.1121  C10 1.086
25 H -1.6940 1.6021 2.5220  C3 1.065
26 N 1.2397 0.1764 1.4798  C4 1.452, C9 1.450, H14 0.994, H27 1.097
27 H 1.2170 0.1356 2.5754  N26 1.097
28 C 1.0477 1.2464 -1.2300  C1 1.447, C10 1.403, H17 1.168
29 H 2.6945 -2.3651 -0.3600  C22 1.081

The charge is +1. The highest occupied orbital energy (spin up / spin down) is -12.43 / -12.04 eV. For the energy above the lowest of the compared OMol25 structures with the same formula, charge and spin, the calculation gives 95.56 kcal/mol. The lowest unoccupied orbital energy (spin up / spin down) is -5.17 / -4.55 eV.


Record 3
Here is a 2-piece molecular cluster, C12H14NO2 overall in a non-equilibrium geometry from the OMol25 dataset. Energies are from ωB97M-V with the def2-TZVPD basis set.

Last columns: bonded neighbours and bond lengths (Å).
Atoms and positions in Å:
1 C 3.0532 1.2080 -1.2967  H16 1.084, C17 1.379, C19 1.402
2 C -2.6052 -2.0808 -1.5558  H5 1.097, H25 1.090, C28 1.562, H29 1.101
3 C -0.4386 -0.3952 1.9681  C6 1.486, H7 1.089, H11 1.090, C15 1.577
4 H 0.5377 0.3718 -3.3942  C26 1.082
5 H -2.9704 -3.1096 -1.6661  C2 1.097
6 C 0.7979 0.1045 1.3125  C3 1.486, C12 1.365, C22 1.440
7 H -0.2567 -0.9403 2.8931  C3 1.089
8 H 2.6513 1.6065 -3.3619  C17 1.084
9 H -2.2744 0.7006 1.7001  C15 1.093
10 H 3.9157 0.8370 1.4871  N20 1.006
11 H -1.0765 -0.9854 1.3093  C3 1.090
12 C 1.9337 0.3608 2.0252  C6 1.365, N20 1.406, H23 1.079
13 H -1.6926 0.7690 3.4151  C15 1.088
14 O -2.8494 -0.0436 -0.3760  C28 1.249
15 C -1.4111 0.7814 2.3648  C3 1.577, H9 1.093, H13 1.088, H24 1.092
16 H 3.9464 1.8086 -1.1655  C1 1.084
17 C 2.3111 1.1191 -2.4557  C1 1.379, H8 1.084, C26 1.419
18 H -0.6109 -0.1743 -1.1870  C21 1.089
19 C 2.4639 0.7206 -0.1222  C1 1.402, N20 1.369, C22 1.413
20 N 2.9815 0.6851 1.1451  H10 1.006, C12 1.406, C19 1.369
21 C 0.4014 0.2227 -1.2446  H18 1.089, C22 1.370, C26 1.384
22 C 1.1164 0.2988 -0.0786  C6 1.440, C19 1.413, C21 1.370
23 H 1.9624 0.5471 3.0872  C12 1.079
24 H -0.9473 1.7320 2.0926  C15 1.092
25 H -2.6318 -1.6326 -2.5495  C2 1.090
26 C 0.9917 0.5977 -2.4387  H4 1.082, C17 1.419, C21 1.384
27 O -4.3886 -1.6753 -0.0417  C28 1.246
28 C -3.3656 -1.1688 -0.5413  C2 1.562, O14 1.249, O27 1.246
29 H -1.5449 -2.2651 -1.3246  C2 1.101

The charge is -1. The highest occupied orbital energy is -4.27 eV. For the energy above the lowest of the compared OMol25 structures with the same formula, charge and spin, the calculation gives 24.16 kcal/mol. The lowest unoccupied orbital energy is 2.97 eV.


Record 4
Here is an isolated ion of composition C12H14NO2 and charge +1 in a non-equilibrium geometry from the OMol25 dataset. Energies are from ωB97M-V with the def2-TZVPD basis set.

Last columns: bonded neighbours and bond lengths (Å).
Atoms and positions in Å:
1 H 3.0347 0.0701 -0.0512  C9 1.209
2 H -0.5721 -1.2522 2.9797  C7 1.120
3 H -3.5300 0.9450 -1.9258  C27 1.076
4 H 1.3582 2.9400 -1.5069  C19 1.040
5 H -3.2627 -1.2572 1.6701  C21 1.053
6 H 2.6063 2.2266 1.1770  C12 1.132
7 C -0.4574 -0.9646 1.9038  H2 1.120, C8 1.350, C28 1.426
8 C 0.8084 -0.8378 1.4509  C7 1.350, N14 1.403, H22 1.095
9 C 1.9784 0.5595 -0.3778  H1 1.209, H11 1.093, C12 1.502, N14 1.500
10 O 1.3067 -1.6027 -0.7619  N14 1.460, C25 1.377
11 H 1.9037 0.5867 -1.4683  C9 1.093
12 C 1.9585 1.8949 0.3094  H6 1.132, C9 1.502, C19 1.486, O26 1.406
13 C -3.5178 -0.2058 -0.1508  H16 1.092, C21 1.352, C27 1.385
14 N 1.0046 -0.4720 0.1102  C8 1.403, C9 1.500, O10 1.460
15 H -1.0643 1.3909 -1.8924  C24 1.051
16 H -4.5733 -0.4839 -0.1203  C13 1.092
17 H -0.6870 -2.0566 -0.8868  C25 1.187
18 H 0.3046 -3.2374 0.1650  C25 1.152
19 C 1.6984 3.0894 -0.5352  H4 1.040, C12 1.486, O26 1.452, H29 1.044
20 C -0.8981 0.0811 -0.1773  C24 1.345, C28 1.384
21 C -2.8547 -0.5942 0.9611  H5 1.053, C13 1.352, C28 1.433
22 H 1.6037 -0.9717 2.1909  C8 1.095
23 H 0.4355 -3.2745 -1.6672  C25 1.102
24 C -1.4684 0.6699 -1.2438  H15 1.051, C20 1.345, C27 1.448
25 C 0.3623 -2.6045 -0.7955  O10 1.377, H17 1.187, H18 1.152, H23 1.102
26 O 0.6852 2.4919 0.3162  C12 1.406, C19 1.452
27 C -2.9063 0.5201 -1.1588  H3 1.076, C13 1.385, C24 1.448
28 C -1.4225 -0.5385 0.9436  C7 1.426, C20 1.384, C21 1.433
29 H 2.0218 4.0396 -0.2496  C19 1.044

The charge is +1. The highest occupied orbital energy is -12.81 eV. For the energy above the lowest of the compared OMol25 structures with the same formula, charge and spin, the calculation gives 111.08 kcal/mol. The lowest unoccupied orbital energy is -4.09 eV.


Record 5
Here is the molecule C12H14OSe in a non-equilibrium geometry from the OMol25 dataset. Energies are from ωB97M-V with the def2-TZVPD basis set.

Last columns: bonded neighbours and bond lengths (Å).
Atoms and positions in Å:
1 O 0.4249 -0.1569 -1.3340  C9 1.391, Se26 2.056
2 H 2.6373 -0.0987 -2.6676  C11 1.087
3 H 1.7061 -1.4866 -3.2377  C11 1.087
4 C -0.9410 -1.5123 2.3853  C7 1.419, C17 1.366, H23 1.081
5 H 1.7579 1.5870 4.3979  C13 1.081
6 H -0.6440 0.0705 -4.5077  C20 1.087
7 C -0.2437 -0.2771 2.3646  C4 1.419, C10 1.413, C19 1.408
8 C 0.3479 1.8668 1.3527  C19 1.397, C24 1.373, H25 1.083
9 C 0.5025 0.2148 -2.6724  O1 1.391, C11 1.533, C20 1.532, H27 1.106
10 C 0.5347 0.1113 3.4777  C7 1.413, C13 1.370, H22 1.081
11 C 1.7774 -0.4021 -3.2588  H2 1.087, H3 1.087, C9 1.533, H14 1.087
12 H -2.4078 -2.8073 1.6106  C17 1.083
13 C 1.1780 1.3196 3.5262  H5 1.081, C10 1.370, C24 1.397
14 H 1.9106 -0.0667 -4.2845  C11 1.087
15 C -2.2683 -1.0975 0.3624  C17 1.400, H18 1.081, Se26 1.822
16 H -0.8263 -1.3172 -3.4139  C20 1.089
17 C -1.8765 -1.8755 1.4581  C4 1.366, H12 1.083, C15 1.400
18 H -3.0260 -1.4670 -0.3142  C15 1.081
19 C -0.2979 0.6292 1.2880  C7 1.408, C8 1.397, Se26 1.869
20 C -0.7276 -0.2343 -3.4680  H6 1.087, C9 1.532, H16 1.089, H21 1.094
21 H -1.6265 0.2158 -3.0377  C20 1.094
22 H 0.5951 -0.5698 4.3151  C10 1.081
23 H -0.7358 -2.1745 3.2142  C4 1.081
24 C 1.0838 2.2153 2.4577  C8 1.373, C13 1.397, H28 1.079
25 H 0.2690 2.5354 0.5044  C8 1.083
26 Se -1.2752 0.2929 -0.2689  O1 2.056, C15 1.822, C19 1.869
27 H 0.5850 1.3153 -2.7511  C9 1.106
28 H 1.5866 3.1695 2.5017  C24 1.079

The charge is 0. The highest occupied orbital energy (spin up / spin down) is -7.41 / -7.41 eV. For the energy above the lowest of the compared OMol25 structures with the same formula, charge and spin, the calculation gives 0.00 kcal/mol. The lowest unoccupied orbital energy (spin up / spin down) is -0.03 / -0.03 eV.


Record 6
Here is the molecule C12H14P2 in a non-equilibrium geometry from the OMol25 dataset. Energies are from ωB97M-V with the def2-TZVPD basis set.

Last columns: bonded neighbours and bond lengths (Å).
Atoms and positions in Å:
1 H 4.0754 -1.5829 -0.8515  C12 1.182
2 H -2.6711 3.2076 1.0445  C28 1.161
3 H -1.0992 2.2560 1.2622  C28 1.167
4 C 2.1250 0.1866 -0.4471  C9 1.458, C15 1.518, C22 1.366
5 H 0.3608 1.4240 -0.8192  C22 1.080
6 C -4.0557 -0.3774 -0.9053  C16 1.370, C17 1.484, H19 1.073
7 H 1.4127 -2.1321 1.8426  C21 1.072
8 H 3.4075 -2.6827 0.4404  C12 1.007
9 C 2.4462 -0.9388 0.4228  C4 1.458, C12 1.535, C21 1.331
10 P 0.2231 0.1113 1.3475  C20 1.743, C21 1.825, C22 1.791
11 C -2.7996 1.1634 0.5930  C17 1.346, C28 1.465
12 C 3.7415 -1.7475 0.2707  H1 1.182, H8 1.007, C9 1.535, H13 1.066
13 H 4.6089 -1.6105 0.8748  C12 1.066
14 H 2.7071 1.5669 -2.0995  C15 1.177
15 C 3.1770 0.7671 -1.3749  C4 1.518, H14 1.177, H18 1.068, H26 1.090
16 C -3.2667 -1.4939 -0.9914  C6 1.370, P23 1.888, H25 1.101
17 C -3.8978 0.8798 -0.1324  C6 1.484, C11 1.346, H27 1.116
18 H 3.9644 1.0528 -0.7123  C15 1.068
19 H -4.7824 -0.3042 -1.6908  C6 1.073
20 C -1.1169 -0.6778 0.5597  P10 1.743, P23 1.622
21 C 1.4708 -1.2189 1.2840  H7 1.072, C9 1.331, P10 1.825
22 C 0.9101 0.7502 -0.1777  C4 1.366, H5 1.080, P10 1.791
23 P -1.6970 -2.0430 -0.0972  C16 1.888, C20 1.622
24 H -2.4075 2.0724 2.4747  C28 1.037
25 H -3.3956 -2.3922 -1.6142  C16 1.101
26 H 3.6102 0.0807 -2.1025  C15 1.090
27 H -4.8025 1.4744 0.1397  C17 1.116
28 C -2.2486 2.2087 1.4594  H2 1.161, H3 1.167, C11 1.465, H24 1.037

The charge is 0. The highest occupied orbital energy (spin up / spin down) is -7.72 / -7.61 eV. For the energy above the lowest of the compared OMol25 structures with the same formula, charge and spin, the calculation gives 86.44 kcal/mol. The lowest unoccupied orbital energy (spin up / spin down) is -0.17 / -0.06 eV.